[1]
C21H33CrN11O2S3 | wB97M-V/def2-TZVPD

CARTESIAN COORDINATES (ANGSTROEM)
Cr -0.796 -0.365 0.405
S 1.271 -3.953 2.478
S -2.843 3.435 -1.260
S 0.584 0.911 1.769
O -2.153 -0.736 1.899
O 5.771 -0.543 -1.993
N -3.878 -1.981 2.592
N 0.704 -0.285 -1.050
N -2.731 1.820 0.696
N 0.057 3.359 0.908
N -0.026 -1.776 3.424
N 0.074 -2.183 1.105
N 0.514 -3.110 0.200
N 3.052 -0.805 -1.548
N 2.056 2.364 0.111
N -1.766 1.401 -0.175
N -0.801 1.996 -2.245
C 1.802 -0.532 -1.340
C -0.641 5.611 0.375
C 1.491 4.594 -0.515
C 0.332 4.482 0.252
C -1.698 2.145 -1.252
C -5.851 2.875 0.656
C 1.710 -5.234 -0.012
C 0.932 2.360 0.823
C 2.316 3.488 -0.551
C 1.153 -4.077 0.748
C 3.600 -1.140 -2.860
C 3.975 -0.886 -0.410
C -2.931 -2.342 0.346
C 0.879 -6.497 0.145
C 4.874 -0.324 -3.058
C -2.176 -1.443 -0.621
C -2.981 -1.634 1.667
C 5.229 -0.101 -0.763
C -3.370 2.851 0.289
C -4.504 3.469 1.039
C 0.372 -2.484 2.347
H -3.889 -1.500 3.477
H -5.864 1.800 0.838
H -0.138 -6.337 -0.210
H -4.295 3.312 2.099
H 1.748 -4.924 -1.057
H 0.826 -6.821 1.186
H -6.077 3.040 -0.399
H 5.382 -0.625 -3.974
H -4.562 -2.691 2.407
H 4.989 0.968 -0.821
H -4.501 4.549 0.870
H 2.856 -0.926 -3.625
H 3.474 -0.468 0.462
H -1.644 -2.021 -1.382
H 3.832 -2.210 -2.879
H 1.741 5.500 -1.045
H -1.158 5.775 -0.570
H 0.492 -1.865 4.280
H -3.940 -2.621 0.023
H -0.940 2.468 -3.119
H -2.863 -0.757 -1.121
H 2.740 -5.411 0.311
H 3.234 3.510 -1.130
H -0.132 6.539 0.631
H -0.462 -0.881 3.250
H -0.197 1.188 -2.218
H 1.317 -7.310 -0.431
H 4.624 0.745 -3.125
H -2.391 -3.278 0.519
H -6.644 3.333 1.244
H -1.377 5.379 1.140
H 5.999 -0.246 -0.006
H 4.218 -1.942 -0.246

Cartesian forces (eV/Å) of the 3 atoms listed first:
Cr 0.377 0.181 0.254
S -0.046 0.022 0.090
S 0.047 -0.112 -0.093

Its gap between HOMO and LUMO (spin up / spin down) is 7.77 / 8.36 eV. As for the LUMO energy (spin up / spin down): -2.55 / -1.98 eV. As for the spin multiplicity: 2. Its net charge is +1. As for the expectation value of S²: 0.7599. The value obtained for the energy above the lowest of the compared OMol25 structures with the same formula, charge and spin is 0.0 kJ/mol.

=====

[2]
C21H33N3O4S | wB97M-V/def2-TZVPD

CARTESIAN COORDINATES (ANGSTROEM)
S 2.547 -3.062 -3.281
O 3.539 -4.088 -3.148
O 0.181 -0.948 2.424
O 1.745 -3.019 -4.471
O -0.831 2.504 -1.381
N -0.965 -2.662 1.493
N -0.727 1.097 0.360
N 3.333 -1.620 -3.014
C -0.710 -1.767 2.491
C 2.024 -3.133 -0.605
C 2.733 0.661 -2.270
C 1.457 -3.078 -1.864
C 2.165 1.128 0.146
C -3.886 0.952 3.052
C -2.913 1.948 2.424
C -3.215 3.357 2.928
C -1.627 -1.905 3.682
C 1.937 1.902 -2.672
C 1.221 -2.993 0.510
C -0.152 -2.820 0.354
C 2.190 0.085 -0.964
C -3.001 1.894 0.894
C 2.663 -0.393 -3.385
C 1.300 2.317 -0.270
C 0.094 -2.933 -2.030
C -0.176 1.981 -0.498
C -2.138 0.789 0.276
C -0.720 -2.818 -0.917
C 1.885 2.932 -1.545
H -3.178 3.392 4.015
H -4.912 1.257 2.854
H -1.252 -2.708 4.315
H 1.814 0.671 1.072
H 4.318 -1.669 -3.212
H -1.616 -0.983 4.255
H -2.664 2.838 0.466
H 2.889 3.308 -1.336
H 3.782 0.940 -2.119
H -3.742 -0.043 2.641
H -1.838 -3.168 1.506
H -1.788 -2.704 -1.030
H 1.645 -3.002 1.501
H 1.314 3.072 0.527
H -4.040 1.747 0.593
H 3.071 0.018 -4.316
H -3.748 0.904 4.130
H -2.311 -0.169 0.770
H 1.176 -0.285 -1.131
H 0.916 1.612 -2.922
H -0.190 0.684 1.106
H -4.208 3.668 2.609
H 1.261 3.769 -1.860
H 2.381 2.356 -3.560
H -2.393 0.699 -0.785
H 2.809 -0.759 -0.661
H 3.181 1.490 0.327
H 3.088 -3.285 -0.521
H -1.893 1.685 2.724
H 1.620 -0.661 -3.569
H -2.645 -2.145 3.388
H -2.491 4.067 2.537
H -0.307 -2.904 -3.031

Cartesian forces (eV/Å) of the 3 atoms listed first:
S 0.304 0.304 0.108
O 0.104 0.071 0.228
O 0.326 0.194 0.102

Its gap between HOMO and LUMO is 9.58 eV. As for the LUMO energy: 0.27 eV. As for the SMILES: CC(=O)Nc1ccc(S(=O)(=O)NC[C@H]2CC[C@@H](C(=O)NCCC(C)C)CC2)cc1. Its net charge is 0. The value obtained for the energy above the lowest of the compared OMol25 structures with the same formula, charge and spin is 0.2 kJ/mol.